{"formula": "C40H83NO4S", "method": "ωB97M-V/def2-TZVPD", "homo_ha": -0.37149, "total_energy_ha": -2327.5430, "smiles": "O=[N+]([O-])c1ccccc1.O=S1(=O)CCCC1.CCCCCC.CCCCCC.CCCCCC.CCCCCC.CCCCCC", "de_lowest_kcal_mol": 0.0, "homo_lumo_gap_ev": 9.523, "lumo_ev": -0.586, "symbols": ["O", "N", "O", "C", "C", "C", "C", "C", "C", "H", "H", "H", "H", "H", "O", "S", "O", "C", "C", "C", "C", "H", "H", "H", "H", "H", "H", "H", "H", "C", "C", "C", "C", "C", "C", "H", "H", "H", "H", "H", "H", "H", "H", "H", "H", "H", "H", "H", "H", "C", "C", "C", "C", "C", "C", "H", "H", "H", "H", "H", "H", "H", "H", "H", "H", "H", "H", "H", "H", "C", "C", "C", "C", "C", "C", "H", "H", "H", "H", "H", "H", "H", "H", "H", "H", "H", "H", "H", "H", "C", "C", "C", "C", "C", "C", "H", "H", "H", "H", "H", "H", "H", "H", "H", "H", "H", "H", "H", "H", "C", "C", "C", "C", "C", "C", "H", "H", "H", "H", "H", "H", "H", "H", "H", "H", "H", "H", "H", "H"], "positions_angstrom": [[8.6899, -16.3306, 25.4063], [9.0628, -16.9553, 26.3653], [9.0217, -16.5456, 27.5193], [9.7416, -18.2330, 26.1460], [9.8660, -18.6005, 24.8324], [10.5337, -19.8219, 24.4853], [11.0965, -20.5410, 25.5049], [10.9393, -20.0860, 26.8772], [10.1042, -18.9972, 27.1743], [9.4850, -18.0292, 23.9988], [10.7453, -20.1615, 23.4822], [11.6926, -21.4080, 25.2611], [11.2960, -20.6845, 27.7023], [10.0300, -18.6679, 28.2002], [3.7220, -18.2865, 33.5021], [3.2858, -17.2833, 32.5501], [2.7096, -16.0060, 32.9974], [4.4717, -17.1214, 31.2247], [4.2516, -18.2355, 30.2034], [2.8005, -18.7112, 30.2762], [2.0465, -17.9632, 31.3818], [5.5092, -17.0260, 31.5448], [4.2678, -16.1252, 30.8323], [4.6870, -17.8918, 29.2651], [4.9492, -19.0347, 30.4536], [2.6696, -19.7888, 30.3744], [2.3966, -18.5240, 29.2813], [1.2848, -18.5705, 31.8708], [1.5184, -17.1258, 30.9257], [8.8036, -13.0426, 13.7203], [9.0101, -13.2908, 15.2394], [10.3207, -14.0268, 15.4390], [10.6831, -14.3931, 16.8848], [12.0228, -15.2105, 16.9494], [12.5602, -15.6701, 18.3682], [8.7198, -13.9597, 13.1372], [9.5024, -12.3547, 13.2442], [7.8290, -12.5714, 13.5931], [9.1439, -12.3192, 15.7151], [8.1815, -13.7023, 15.8157], [11.1172, -13.3685, 15.0918], [10.3720, -14.9635, 14.8839], [10.7834, -13.5243, 17.5353], [9.8938, -14.9113, 17.4294], [11.9558, -16.0397, 16.2451], [12.7396, -14.5708, 16.4345], [12.6753, -14.9234, 19.1538], [11.8303, -16.2640, 18.9185], [13.4231, -16.3265, 18.2557], [10.7897, -16.7155, 34.8108], [10.5989, -15.2719, 34.2977], [9.5176, -14.4669, 35.0500], [9.0937, -13.2328, 34.1671], [7.8392, -12.5661, 34.7997], [7.0990, -11.6124, 33.8025], [10.0156, -17.3698, 34.4099], [10.7848, -16.7601, 35.8999], [11.6926, -17.1768, 34.4108], [11.5057, -14.6685, 34.3404], [10.4124, -15.3464, 33.2264], [9.9798, -14.1340, 35.9794], [8.6690, -15.0877, 35.3376], [9.9608, -12.5789, 34.0734], [8.8421, -13.4994, 33.1406], [7.1529, -13.3703, 35.0647], [8.1842, -12.1434, 35.7433], [7.2745, -11.9660, 32.7866], [6.0154, -11.5144, 33.8679], [7.3889, -10.5671, 33.9096], [10.7302, -24.4714, 18.6523], [12.1514, -23.9354, 18.3814], [12.1743, -22.6724, 17.4630], [11.9904, -23.1185, 15.9556], [12.0790, -21.9989, 14.9582], [11.5407, -22.5338, 13.5841], [10.1583, -23.7640, 19.2528], [10.7498, -25.4493, 19.1333], [10.2396, -24.6347, 17.6927], [12.5917, -23.7755, 19.3656], [12.7467, -24.7522, 17.9733], [13.1630, -22.2142, 17.4888], [11.4595, -21.9044, 17.7585], [12.6958, -23.9226, 15.7459], [10.9516, -23.4431, 16.0144], [11.7094, -20.9997, 15.1887], [13.1539, -21.8502, 14.8555], [11.5979, -23.6067, 13.4008], [10.4692, -22.4193, 13.4201], [12.0984, -22.1846, 12.7152], [16.5634, -24.9943, 27.0205], [17.3137, -23.9592, 27.8768], [16.3887, -23.0115, 28.6775], [17.2278, -21.9577, 29.4361], [16.3780, -20.7931, 29.8876], [16.1398, -19.7666, 28.6971], [17.1742, -25.5474, 26.3071], [15.7701, -24.5012, 26.4586], [15.9203, -25.5564, 27.6978], [18.0060, -24.5013, 28.5209], [17.7875, -23.3069, 27.1432], [15.7041, -23.5676, 29.3180], [15.7838, -22.5411, 27.9023], [17.8255, -22.3926, 30.2371], [17.9793, -21.5353, 28.7691], [15.4351, -21.2302, 30.2161], [16.8275, -20.3067, 30.7533], [15.7483, -20.1403, 27.7509], [15.3084, -19.2175, 29.1391], [16.9979, -19.1272, 28.4898], [7.3296, -9.1203, 21.0421], [7.0531, -10.6390, 20.9605], [5.6882, -10.9382, 20.3881], [5.3856, -12.4609, 20.2408], [4.0864, -12.6946, 19.4140], [2.7085, -12.3686, 20.0760], [7.2202, -8.7739, 20.0144], [8.3576, -8.8233, 21.2499], [6.5836, -8.6137, 21.6544], [7.6775, -11.1402, 20.2209], [7.0910, -11.2168, 21.8839], [5.5899, -10.3855, 19.4537], [4.9945, -10.5549, 21.1364], [6.3240, -12.8007, 19.8027], [5.2667, -12.9488, 21.2082], [4.0895, -12.1581, 18.4652], [3.9711, -13.7447, 19.1456], [2.7168, -11.3639, 20.4986], [1.9744, -12.3878, 19.2705], [2.4995, -13.1334, 20.8241]], "forces_ev_per_a": [[-0.4612, 0.2263, -0.3720], [0.6074, 0.7327, 1.2177], [-0.2826, -0.2771, -0.3636], [-1.7703, 1.2367, -2.4743], [0.9454, -2.0061, -1.9519], [-0.2915, 1.5509, 1.0195], [0.1208, 0.6681, 2.4460], [-1.1768, -0.9230, -1.5468], [2.9307, -1.7832, 1.7412], [-0.0945, 0.3766, 0.3862], [-0.4752, 0.3484, -0.2392], [0.0332, -0.1378, 0.2742], [0.2776, -0.0387, -0.0837], [-0.3628, 0.0177, -0.0432], [-0.1321, 0.5689, -0.4823], [-1.9281, 0.2462, -0.1686], [1.3840, -1.4152, -0.2886], [0.6634, 1.2110, -0.1098], [1.4627, -0.2852, 1.1700], [-0.3472, -0.1956, -0.9247], [-0.0334, -0.1343, -0.4895], [-0.1213, -0.3825, 0.4738], [-0.3619, -0.0082, -0.2743], [-0.8395, 0.1002, -0.3637], [-0.1837, -0.2620, 0.2874], [0.5212, -0.0029, 0.3097], [-0.5803, 0.2765, 0.1768], [0.3194, -0.0051, 0.2971], [0.1942, 0.3005, 0.3826], [-1.5506, -0.0195, 0.6289], [1.0412, 0.7353, -0.5957], [0.3287, -0.3981, 1.2440], [0.6604, -0.4975, 0.9135], [-0.3114, 0.7572, 0.5995], [-1.2727, -0.2270, -0.6724], [0.3644, -0.1372, 0.0930], [0.3705, -0.2376, 0.3426], [-0.1456, 0.1578, -0.0886], [-0.0050, 0.2908, -0.0042], [-0.2103, -0.5304, -0.6072], [0.1357, -0.1058, -0.3415], [-0.1506, 0.0444, -0.3802], [0.2993, 0.5088, -0.2629], [-0.2996, -0.5553, -0.4262], [-0.1938, -0.4708, 0.3625], [0.4484, 0.1524, 0.3346], [0.7298, 0.6965, -0.6675], [-0.4584, -0.5539, -0.5611], [0.2118, 0.3898, 0.0971], [0.0967, 0.3599, -0.4084], [-0.0792, -0.4328, 0.1957], [0.5343, 0.3699, -1.5725], [-0.7065, -0.6557, 1.2223], [0.1210, 0.0234, -0.9338], [0.2879, 0.1962, 0.5453], [-0.4098, 0.1601, 0.2750], [0.0841, -0.1253, -0.0202], [0.3248, 0.2205, 0.2474], [0.3259, -0.2357, 0.2315], [-0.4400, 0.1390, -0.0864], [-0.1516, 0.2236, 0.1307], [-0.1671, -0.0149, -0.2610], [-0.0890, 0.3410, 0.1786], [0.0268, -0.5268, 0.0065], [-0.0103, -0.0940, 0.0152], [-0.4244, 0.5267, -0.0164], [0.2082, 0.2087, -0.0643], [-0.1332, -0.6430, 0.5506], [0.5949, -0.0470, -0.2415], [0.4395, 0.0475, -0.6965], [-0.6509, 0.2632, 0.4452], [1.2993, -1.2967, -0.8420], [-1.7216, 1.1643, 2.8478], [1.0223, -1.1053, -1.9122], [0.0516, -0.0373, -0.2908], [-0.1008, -0.0841, -0.0387], [0.0599, 0.1110, 0.2364], [-0.3228, 0.1052, 0.0608], [0.2135, 0.4884, -0.0039], [0.0916, 0.1338, -0.4210], [0.1597, 0.1500, 0.4195], [-0.2067, -0.1704, -0.0248], [-0.2605, -0.0065, -0.1948], [-0.0079, -0.7788, -0.7251], [-0.5689, -0.3571, 0.3858], [0.2048, 0.3047, -0.3416], [0.5519, -0.3877, 0.8945], [-0.0506, 0.7643, 0.1487], [-0.2038, 0.6960, 0.0548], [-1.1849, 0.8938, 0.7333], [-0.7970, -0.1124, -0.6956], [1.2176, -0.4073, -0.5456], [0.0051, -0.2699, -0.4902], [0.1448, -0.0523, -1.2903], [-0.8328, -0.4002, 1.9450], [-0.0328, -0.2680, 0.4627], [0.2062, 0.4203, -0.4975], [0.5049, -0.9931, -0.0544], [0.3299, 0.3600, -0.0369], [0.8125, -0.0268, 0.3330], [0.0580, 0.0248, 0.2848], [-0.2403, 0.3625, 0.1720], [-0.2977, -0.2980, 0.2193], [0.1454, -0.2019, -0.3290], [-0.2986, 0.3794, 0.0669], [-0.0553, 0.3247, -0.1599], [0.2389, -0.5939, 0.1574], [0.1131, 0.9024, -0.4954], [-0.0481, -0.0415, 0.2163], [-0.0353, -0.8704, -0.8916], [0.0492, -0.3612, -0.4721], [-1.0667, -0.1982, 1.2605], [-0.4567, 1.5281, -0.6262], [-0.2883, -0.3612, 0.0723], [1.3936, 0.1334, -0.3086], [-0.3613, 0.2779, -0.1030], [-0.0970, -0.2572, 0.6859], [0.2658, 0.0705, 0.1408], [0.9379, 0.2077, 0.2884], [0.5347, 0.3463, 0.3026], [-0.3610, -0.1959, -0.1706], [-0.5501, 0.4194, -0.3252], [-0.3593, -0.8887, -0.4684], [0.1520, 0.1374, 0.1726], [0.4555, 0.1515, -0.0288], [0.4416, -0.1891, -0.1167], [-0.1640, -0.0868, 0.2235], [-0.2020, -0.1315, 0.2418], [-0.2805, 0.2633, 0.1157]]}